C5H13NO | ωB97M-V/def2-TZVPD

Calculated values
Multiplicity = 1
Total charge = 0
HOMO energy = -8.25 eV
LUMO level = 0.84 eV
Energy relative to the best compared isomer or geometry (same formula, charge and spin) = 29.5 kcal per mole
SMILES string = CN1CCCC1.O

Cartesian coordinates (Å):
C: 1.4621 1.7881 -0.6217
N: 1.5313 0.4370 -0.1104
C: 0.2079 -0.2531 -0.1037
C: 0.0702 -0.9550 1.2568
C: 1.4523 -0.8751 1.8668
C: 1.9848 0.4071 1.2904
H: 0.6883 2.3697 -0.0857
H: 2.4172 2.2959 -0.4735
H: 1.2415 1.7413 -1.6853
H: -0.5162 0.5375 -0.3308
H: 0.1996 -0.9857 -0.9125
H: -0.7276 -0.4927 1.8396
H: -0.4249 -1.9145 1.0812
H: 2.0442 -1.7488 1.6071
H: 1.4029 -0.8354 2.9580
H: 3.0418 0.5383 1.4132
H: 1.4577 1.2630 1.7585
O: -5.2110 -0.6898 -2.9434
H: -5.1835 -0.3781 -2.0260
H: -6.1616 -0.7961 -3.0715

Mulliken population analysis, charges in e, atoms 1 to 5:
1 C -1.102
2 N -0.173
3 C -0.523
4 C -0.596
5 C -0.540